The following is a quantum chemistry calculation of a molecular structure, C34H38AsN2O5Zn, from OMol25.

The energy above the lowest of the compared OMol25 structures with the same formula, charge and spin is 35.8 kcal per mole. The value obtained for the LUMO energy is -2.20 eV. As for the gap between HOMO and LUMO: 8.1 eV. The value obtained for the electronic energy is -158343.8852 eV. Its charge is +1. For the HOMO energy, the calculation gives -10.33 eV.

Each line ends with the Mulliken charge.
Atoms and positions in Å:
Zn: 12.1339 11.4111 11.0828  1.77
C: 10.1059 15.0270 9.3856  -0.85
N: 10.2424 14.8937 10.8270  0.21
C: 9.3148 15.4693 11.7750  -0.99
C: 11.1425 14.0499 11.2955  0.73
O: 11.9248 13.4710 10.5348  -0.82
C: 11.4599 14.0857 12.7809  -0.82
O: 12.1594 12.8925 13.0827  -0.25
C: 11.5613 12.0395 14.0613  -1.33
C: 10.2745 11.3982 13.4974  0.65
O: 9.9316 11.7076 12.3465  -0.28
N: 9.6442 10.4892 14.2206  0.26
C: 8.4588 9.7536 13.7346  -0.93
C: 9.9159 10.3419 15.6638  -1.16
H: 10.9915 15.1334 8.7793  0.29
H: 9.4654 14.2739 8.8835  0.25
H: 9.5595 15.9532 9.1950  0.39
H: 8.7981 16.3221 11.2655  0.33
H: 8.4855 14.8470 12.0740  0.31
H: 9.7579 15.8118 12.7212  0.41
H: 12.1334 14.8909 12.9664  0.34
H: 10.6365 14.1445 13.5337  0.54
H: 12.2115 11.1203 14.2503  0.32
H: 11.4793 12.5935 14.9890  0.69
H: 8.1380 10.0583 12.7629  0.12
H: 8.8218 8.7059 13.6967  0.38
H: 7.6475 9.8401 14.4973  0.46
H: 10.9125 10.0942 15.8765  0.39
H: 9.6784 11.2686 16.1606  0.31
H: 9.2665 9.5163 15.9719  0.45
C: 15.3705 9.9047 8.9300  -1.77
C: 14.5852 10.1925 10.2111  1.29
O: 13.9195 11.2386 10.1903  -0.66
C: 14.6120 9.2785 11.3116  0.59
C: 15.5911 8.2641 11.3584  -0.77
C: 15.6318 7.2915 12.2969  -1.15
C: 14.6168 7.2626 13.2583  -0.59
C: 13.6434 8.2608 13.3715  -0.63
C: 13.6403 9.3096 12.4257  0.40
O: 12.6013 10.0931 12.4600  -0.27
H: 15.3142 10.7136 8.1644  0.27
H: 15.1213 8.9651 8.4452  0.38
H: 16.4282 9.7778 9.1953  0.63
H: 16.2294 8.1479 10.5290  0.34
H: 16.3662 6.4883 12.2600  0.38
H: 14.5941 6.5200 13.9736  0.55
H: 12.8120 8.1717 14.1177  0.27
C: 8.6422 6.2441 11.2412  -0.78
C: 9.9645 6.5913 11.5493  -0.74
C: 10.4760 7.8105 11.1818  0.08
C: 9.6200 8.7366 10.4561  -0.18
C: 8.3087 8.4271 10.3050  -0.31
C: 7.8513 7.1570 10.6106  -0.76
As: 10.4806 10.3701 9.7486  1.98
C: 11.3836 9.6697 8.2231  -0.05
C: 12.1516 10.5724 7.5094  -0.39
C: 12.7721 10.0925 6.3906  -0.69
C: 12.7074 8.7616 5.9752  -0.72
C: 11.9685 7.8368 6.7422  -0.87
C: 11.2201 8.3403 7.8506  -0.56
C: 9.0093 11.4075 9.0037  0.08
C: 9.0973 11.7288 7.6449  -0.74
C: 8.1425 12.5778 7.0149  -0.78
C: 7.0161 12.8718 7.7414  -0.70
C: 6.9695 12.6382 9.1354  -0.63
C: 7.9506 11.8719 9.7477  0.33
H: 8.3246 5.2713 11.5239  0.46
H: 10.5580 5.9036 12.0186  0.62
H: 11.4784 8.1338 11.4509  0.00
H: 7.6979 9.1792 9.8546  0.46
H: 6.8852 6.8343 10.2462  0.41
H: 12.2494 11.5608 7.8439  0.74
H: 13.4459 10.7130 5.7587  0.34
H: 13.2475 8.4223 5.1169  0.43
H: 11.7800 6.8537 6.3621  0.43
H: 10.5125 7.6991 8.3771  0.43
H: 9.8597 11.2809 7.0522  0.42
H: 8.3733 12.7444 5.9511  0.44
H: 6.1938 13.3971 7.2330  0.36
H: 6.1223 13.0153 9.7513  0.40
H: 7.9454 11.6542 10.8105  0.10